Record 1
Formula: C36H36Cl2N3O2OsS4Te
Source: OMol25
Level of theory: ωB97M-V/def2-TZVPD

The value obtained for the LUMO energy (alpha / beta) is -1.62 / -2.17 eV. The electronic energy is -4579.9280 a.u. As for the spin multiplicity: 2. The HOMO-LUMO gap (alpha / beta) is 4.82 / 4.64 eV. The charge is 0. The energy above the lowest of the compared OMol25 structures with the same formula, charge and spin comes out at 14.8 kcal/mol.

Each line ends with the Löwdin spin population.
Geometry (Å):
1 H 1.58015 7.82969 4.55379  0.000
2 C 0.43634 5.59134 1.41533  -0.003
3 N 1.35306 0.74285 -0.64696  -0.074
4 H -1.22885 4.72125 0.34777  -0.003
5 H 3.05372 8.39125 3.75029  0.000
6 C 0.35229 -5.39880 -2.24002  0.000
7 H 2.90683 8.70061 -5.64988  0.000
8 C 2.87007 3.15306 -3.61577  -0.002
9 C 1.82987 7.30524 -3.70408  -0.001
10 H -0.44224 -3.77392 -3.41077  0.000
11 C -1.53873 1.34560 -4.83368  0.007
12 S 0.48882 2.65707 3.04951  0.018
13 H -0.25326 7.93595 -2.25304  0.000
14 C 0.13358 1.21602 2.13254  0.137
15 H 0.00443 6.66554 3.20926  0.000
16 H 0.75777 7.50857 -0.86863  0.000
17 H 3.81323 5.81482 -1.11835  0.000
18 N 0.24586 -1.42168 -3.26511  -0.003
19 H 4.39683 0.27445 0.42313  0.000
20 H -0.45811 6.36774 -1.44815  -0.003
21 C 1.44445 5.17357 0.53366  -0.005
22 H 3.88175 -0.44563 -1.11563  0.000
23 S -1.12963 1.23260 0.99472  0.226
24 C -0.45941 -0.26258 -3.42570  0.005
25 H 4.85988 5.42993 0.25534  0.000
26 H 3.20489 7.28721 -6.67788  0.000
27 S 0.69032 -1.41291 1.63765  0.210
28 C 2.46894 7.50819 4.01232  0.000
29 C 0.78541 -3.06902 -1.81155  0.001
30 H -0.35792 -0.28526 -5.57729  0.000
31 Cl -2.09073 -1.81226 -0.44299  0.011
32 C 3.54439 -0.08581 -0.14174  -0.018
33 C -0.92371 0.39534 -2.26647  0.002
34 H 3.51930 2.91115 -4.45765  0.000
35 H 1.54648 8.35284 -3.74063  0.000
36 C 1.66068 5.16062 -2.64121  -0.016
37 C 1.63029 -3.42960 -0.76591  0.003
38 H -2.23219 1.94389 -1.56578  0.000
39 C -2.06695 1.96892 -3.69968  -0.002
40 H -1.58537 6.25784 1.14375  0.000
41 C 3.34352 7.70303 -5.67849  0.000
42 C -0.75180 0.22525 -4.70611  -0.002
43 Os -0.12535 -0.37463 -0.54023  0.457
44 Te 0.97223 3.87041 -1.09027  -0.120
45 C 2.77936 5.57393 0.74989  -0.002
46 C 3.89173 5.22450 -0.20189  0.000
47 C 3.07680 6.33480 1.87154  0.001
48 H 2.45941 -5.02856 0.38161  0.000
49 C -1.94516 -3.32960 0.49310  0.006
50 C 2.51514 4.61810 -3.61664  -0.002
51 C 3.03514 5.45313 -4.59432  0.001
52 C 0.79240 6.35403 2.52932  0.000
53 C 1.14907 -5.75472 -1.16010  0.001
54 H 3.84793 4.17357 -0.47629  0.000
55 C 1.27564 6.50336 -2.70554  -0.006
56 C 2.72365 6.80865 -4.63728  -0.001
57 O 3.06663 2.22105 -0.30584  -0.057
58 Cl -2.91809 -4.58700 -0.25670  0.001
59 H 3.70808 5.03743 -5.33812  0.000
60 H -1.43555 4.78137 2.09892  0.000
61 H 1.96853 2.53850 -3.68944  0.000
62 H -2.71670 2.82890 -3.80626  0.000
63 C 2.10133 6.71974 2.78330  -0.002
64 C -1.03715 5.31707 1.23470  -0.003
65 N 0.51631 -1.70021 -2.07094  0.004
66 C 0.17932 -4.06694 -2.57535  0.001
67 H 3.07624 6.89423 4.68070  0.000
68 S 2.11173 0.25286 3.64558  0.027
69 H 4.10666 6.63473 2.03949  0.000
70 H 1.27077 -6.79522 -0.88796  0.000
71 H -0.15189 -6.16572 -2.81367  0.000
72 C -1.76864 1.48961 -2.43205  0.007
73 H 4.41797 7.79870 -5.50835  0.000
74 H 2.15366 -2.66085 -0.21667  0.003
75 H 3.05398 -0.90322 0.38598  0.003
76 C 0.27117 7.11396 -1.76345  -0.004
77 C 1.80625 -4.76424 -0.44090  0.000
78 H -0.90373 -3.63201 0.49206  0.001
79 C 0.89388 0.08945 2.41035  0.153
80 C 1.80862 1.96624 4.01865  0.011
81 H -2.31167 -3.14503 1.49455  0.002
82 C 2.58519 1.07816 -0.36690  -0.003
83 H -1.76536 1.73750 -5.81701  0.000
84 O 2.43070 2.58026 4.83302  0.036
85 H 3.37909 2.87855 -2.68960  0.000

=====

Record 2
Formula: C25H32ClFN5O7PZn
Source: OMol25
Level of theory: ωB97M-V/def2-TZVPD

The value obtained for the LUMO energy is -4.94 eV. The electronic energy is -4452.7802 a.u. The HOMO-LUMO gap is 7.87 eV. The charge is +2.

Each line ends with the Mulliken charge.
Geometry (Å):
1 P -2.55944 -2.39024 -4.05062  0.636
2 N 1.23749 4.99340 5.63568  -0.146
3 C 3.18992 1.35438 -5.52573  -0.642
4 H -3.53110 -0.18241 -4.08881  0.488
5 H -1.32109 -2.81440 4.23414  0.493
6 C -1.05678 -2.48194 1.79130  0.105
7 N -3.37504 -4.44104 -2.51304  -0.153
8 C -0.24647 -0.33046 2.30299  0.302
9 C -0.67141 -2.42240 0.48342  -0.505
10 N -1.58330 -0.11471 -4.99764  -0.682
11 H -2.95504 -4.83564 -3.35948  0.357
12 H 3.21877 5.01473 4.90981  0.435
13 H 4.31419 -2.58020 -3.11345  0.401
14 H -0.26236 0.59955 4.25640  0.568
15 C 0.14221 -0.17693 0.96268  0.889
16 H 1.05873 1.17732 -5.55515  0.415
17 H -1.67744 0.88779 -5.12599  0.272
18 C -2.68070 -1.12929 4.31878  -0.957
19 N -0.84123 -1.51595 2.69980  0.096
20 C 1.97584 3.79037 3.61653  -0.627
21 H -0.56443 -1.34129 4.76395  0.430
22 O 2.37606 -2.92070 -2.84821  -0.495
23 C 1.98950 0.74587 -5.21322  -0.720
24 H 1.50320 5.33411 6.56199  0.353
25 H 0.32488 3.27332 6.40084  0.365
26 O -1.18436 -2.90598 -3.65598  -0.631
27 C 4.39699 0.80036 -5.10632  0.004
28 H 2.68682 3.47894 5.64147  0.364
29 H -3.47068 -2.49989 -1.72425  0.241
30 H 3.19911 2.26612 -6.10693  0.442
31 O -0.03568 -3.91672 -1.22950  -0.676
32 O 0.81863 -1.05331 -4.17074  0.047
33 C 0.74467 1.02052 0.55800  -0.958
34 H 2.81893 3.25709 3.18133  0.488
35 C 0.94940 2.01982 1.46055  0.697
36 C 1.97100 -0.43128 -4.47270  0.746
37 H 1.75545 4.64286 2.95862  0.436
38 O 0.29135 -1.05957 -1.20965  -0.706
39 C -3.65923 -2.97525 -2.68606  -0.657
40 Cl 5.88632 1.57699 -5.50473  -0.185
41 C -0.93699 -3.61566 -0.39951  0.585
42 H -0.77598 4.65797 6.17864  0.397
43 O -3.13678 -2.84702 -5.32779  -0.762
44 H -2.99107 -1.30424 5.34782  0.391
45 C 2.40354 4.29740 4.98182  -0.958
46 H -3.42480 -1.57744 3.66118  0.332
47 O -2.01982 -4.20766 -0.24770  -0.885
48 F 1.48199 3.18480 1.04178  -0.334
49 N 0.84276 2.89868 3.77227  0.316
50 C -0.30409 3.57269 4.35068  -0.503
51 C 0.59888 1.88599 2.81621  -1.528
52 H 1.02764 1.14947 -0.47743  0.598
53 C -0.05376 -1.24274 -0.01404  1.724
54 C -0.00506 0.71002 3.21344  -0.802
55 H -4.70087 -2.84561 -2.96902  0.482
56 H -2.71097 -4.56570 -1.68848  0.254
57 C 3.28868 -2.23167 -3.29651  -0.009
58 H -4.22461 -4.96616 -2.31238  0.394
59 C 3.18520 -0.99891 -4.04976  0.799
60 H 5.32934 -0.81131 -4.06701  0.425
61 H -1.56295 -3.36740 2.15481  0.508
62 H -2.67406 -0.05366 4.13867  0.275
63 H -2.14870 -0.25449 -2.96953  0.206
64 H -0.02666 -0.60562 -4.53426  0.245
65 C 4.39354 -0.36888 -4.38293  -0.938
66 Zn 0.40946 -2.56535 -2.61965  0.541
67 H -1.85428 -0.54209 -5.88252  0.255
68 C 0.03854 4.08744 5.73666  -0.716
69 C -1.31053 -1.73768 4.07766  -1.023
70 H 0.98875 5.81856 5.08198  0.401
71 H -1.14611 2.88828 4.43329  0.401
72 C -2.51868 -0.57059 -3.94815  -0.618
73 H -0.63520 4.41463 3.71970  0.219

=====

Record 3
Formula: C3H8N2O
Source: OMol25
Level of theory: ωB97M-V/def2-TZVPD

The value obtained for the LUMO energy (alpha / beta) is -3.58 / -9.00 eV. The electronic energy is -303.5216 a.u. As for the spin multiplicity: 2. The HOMO-LUMO gap (alpha / beta) is 11.95 / 5.73 eV. The charge is +1. The energy above the lowest of the compared OMol25 structures with the same formula, charge and spin comes out at 15.6 kcal/mol.

Each line ends with the Löwdin spin population.
Geometry (Å):
1 H -1.30077 1.89819 1.92556  0.000
2 H 0.54550 -2.17840 -1.82645  0.018
3 C -0.47199 0.27604 0.77508  0.012
4 O -0.88044 -0.74823 1.27367  0.148
5 H -0.72162 -1.51077 -0.98015  0.011
6 H -0.65788 2.38012 0.43289  0.003
7 C -1.22647 1.56114 0.89835  0.013
8 C 1.26830 -0.83395 -0.50390  0.075
9 H 1.94966 -1.42202 0.13857  0.030
10 N 0.74533 0.33573 0.11384  0.020
11 N 0.26018 -1.79529 -0.92028  0.636
12 H 0.82155 1.15805 -0.47471  0.004
13 H -2.23898 1.49310 0.51498  0.000
14 H 1.90763 -0.61372 -1.36746  0.031

=====

Record 4
Formula: C18H19ClN2O5S
Source: OMol25
Level of theory: ωB97M-V/def2-TZVPD

The value obtained for the LUMO energy is 0.64 eV. The electronic energy is -2041.4070 a.u. The HOMO-LUMO gap is 8.70 eV. The charge is 0. The energy above the lowest of the compared OMol25 structures with the same formula, charge and spin comes out at 30.1 kcal/mol.

Each line ends with the Mulliken charge.
Geometry (Å):
1 C 1.26897 0.17065 -1.32230  -0.964
2 N -0.75153 0.76554 2.53144  -0.164
3 C -0.33971 2.14501 2.76617  -1.526
4 H -2.64552 5.80845 -2.34195  0.256
5 O -1.15249 0.58580 -0.29392  -0.496
6 H -1.74039 0.63250 2.38453  0.330
7 C -0.57393 -3.60075 -1.29371  -0.400
8 H -1.62638 -1.39138 1.58455  0.401
9 H 2.18700 -3.26416 2.05899  0.334
10 H -0.98970 2.56176 3.53776  0.512
11 C 0.07780 -0.07817 1.89017  0.249
12 H -2.80322 4.13242 -2.97219  0.284
13 C 1.76346 -4.77050 -0.41732  -0.721
14 H 3.36543 -3.01534 0.78132  0.483
15 H -0.12469 -2.20968 2.08423  0.352
16 H 0.69057 2.11705 3.12481  0.372
17 C -0.60650 4.06792 -1.01033  1.080
18 N -0.19681 -1.67118 0.08250  0.418
19 C 0.22324 -2.93961 -0.36383  -0.248
20 H 2.14679 -1.77528 1.11171  0.151
21 C -2.36338 4.75681 -2.17686  -0.302
22 H -1.47632 -3.12760 -1.64241  0.525
23 C 2.32811 -2.84498 1.06181  -1.664
24 C -0.43106 2.92196 1.47820  0.643
25 C 1.41763 -3.51881 0.08094  1.207
26 O -2.84493 4.33112 -0.92102  -0.492
27 C 0.70219 3.12841 0.71035  -0.415
28 O -0.93787 -0.91330 -2.22709  -0.735
29 S -0.40297 -0.41733 -0.99547  1.246
30 H 1.72047 0.43901 -0.37613  0.264
31 C 0.98177 -5.43563 -1.34182  -0.681
32 O -0.95717 4.63603 -2.20631  -0.491
33 C -1.75132 3.87673 -0.23532  0.923
34 Cl -1.17953 -5.63891 -2.94109  -0.227
35 H 1.27350 -6.40217 -1.72035  0.446
36 H 1.18487 1.03214 -1.97150  0.443
37 C 0.63690 3.71310 -0.55193  -1.106
38 H 1.65997 2.81127 1.09200  0.333
39 O 1.26088 0.14989 1.71404  -0.686
40 H 2.68108 -5.22837 -0.07762  0.434
41 H 1.80151 -0.63437 -1.81102  0.380
42 H -2.58275 3.15840 1.59442  0.428
43 C -0.18628 -4.83470 -1.78230  -0.002
44 C -0.53677 -1.41140 1.46297  -0.631
45 H 1.51892 3.87054 -1.15016  0.494
46 C -1.68981 3.31109 1.01109  -1.037